Entry 1:
The following is a quantum chemistry calculation of an isolated molecule of C5H8ClNS at a distorted geometry, from OMol25.

Each line ends with the Löwdin charge.
Cartesian coordinates (Å):
C  2.295355  -1.362689  -0.195959  -0.075
C  0.858657  -0.993839  0.156959  -0.303
N  0.277159  -0.124703  -0.505343  0.060
C  -1.470117  0.106698  -0.219435  -0.580
C  -2.095813  -1.042799  0.012103  -0.608
Cl  -3.851210  -1.232304  0.059157  0.559
S  -1.968349  1.762431  -0.445027  0.863
C  -0.480454  2.510183  0.202240  -0.423
H  2.975940  -0.420108  -0.256211  0.103
H  2.287336  -1.653955  -1.302908  0.100
H  2.740069  -1.980345  0.536343  0.039
H  0.351343  -1.419189  1.033576  0.114
H  -1.583009  -2.011181  -0.006596  0.060
H  0.037534  1.790639  0.762666  -0.006
H  -0.654784  3.500215  0.730442  0.071
H  0.280341  2.570949  -0.562010  0.027

Forces on the atoms, in the same order (eV/Å):
0.1 2.8 -2.2
0.6 -0.4 1.3
-4.3 1.7 -1.2
3.8 -1.0 0.0
-0.4 -0.1 -0.6
0.7 0.3 0.2
-0.3 -0.7 0.0
0.4 1.6 -0.2
-1.4 -1.3 0.4
0.2 -0.4 1.8
0.4 -1.2 0.2
0.3 -0.5 -0.1
-0.2 0.6 0.1
0.1 -0.7 1.8
0.1 -1.4 -0.7
-0.2 0.9 -0.8

Properties
**SMILES string**: C/C=N/C(=C/Cl)SC
**Orbital gap**: 9.24 eV
**Energy above the lowest of the compared OMol25 structures with the same formula, charge and spin**: 253.2 kJ/mol
**HOMO energy**: -8.48 eV
**E_LUMO**: 0.7541 eV


Entry 2:
The following is a quantum chemistry calculation of a cluster of 2 separate species, C5H8ClNS in total at a distorted geometry, from OMol25.

Each line ends with the Löwdin charge.
Cartesian coordinates (Å):
C  -1.447919  -1.319409  0.960553  -0.339
C  1.762843  -0.083452  -1.311308  -0.159
C  -0.984906  1.603690  2.440080  -0.329
C  -1.119289  -0.259259  0.143663  -0.459
C  1.360942  -1.191736  -2.330984  -0.659
N  -1.802971  -2.267131  1.556183  0.146
S  -0.960023  1.435546  0.593808  0.847
Cl  1.074078  -0.973841  -3.973252  0.597
H  2.001495  -0.636157  -0.458210  0.043
H  2.556823  0.563483  -1.595597  0.055
H  0.822089  0.517180  -1.081534  0.011
H  -0.073344  2.167288  2.585502  0.017
H  -0.943151  0.517126  2.739465  0.044
H  -1.984127  2.139372  2.590481  0.060
H  -1.066402  -0.139592  -0.977817  0.063
H  0.803862  -2.073108  -1.881033  0.062

Forces on the atoms, in the same order (eV/Å):
-0.8 -1.5 0.0
-2.8 -0.5 -2.3
-1.5 -1.1 -1.9
0.1 2.7 -0.9
-0.3 -0.4 2.4
0.6 1.3 -0.5
-0.1 -0.7 0.1
0.0 0.4 -0.4
0.5 -0.6 1.6
0.6 0.4 -0.5
1.6 -0.4 -0.3
-0.2 0.1 0.8
-0.1 1.5 0.5
1.7 -0.8 0.6
-0.3 -1.5 1.4
0.9 1.1 -0.7

Properties
**Orbital gap (spin up / spin down)**: 8.42 / 6.80 eV
**Energy above the lowest of the compared OMol25 structures with the same formula, charge and spin**: 390.4 kJ/mol
**HOMO energy (spin up / spin down)**: -8.21 / -7.98 eV
**E_LUMO (spin up / spin down)**: 0.2139 / -1.1789 eV


Entry 3:
The following is a quantum chemistry calculation of a cluster of 2 separate species, C5H8ClNSSi in total at a distorted geometry, from OMol25.

Each line ends with the Löwdin charge.
Cartesian coordinates (Å):
C  -2.141830  -2.162607  0.914884  -0.274
C  -3.092934  -1.760261  0.043015  -0.372
C  -1.151795  -0.342391  0.312009  -0.824
C  1.366044  1.441069  1.424306  -0.275
C  2.744534  0.349493  -2.276816  0.052
N  -1.050276  -1.347689  1.084728  -0.028
Si  0.197183  0.963384  0.140180  0.303
S  -2.563667  -0.223349  -0.646505  0.942
Cl  -0.942112  2.609831  -0.311091  0.270
H  -2.285088  -3.086303  1.591727  0.133
H  -4.133030  -2.037935  0.063930  0.062
H  0.851075  1.666058  2.342580  0.031
H  2.066421  0.623737  1.593170  0.033
H  1.985930  2.287856  1.145242  0.034
H  3.675264  -0.107215  -2.395339  -0.050
H  1.852207  -0.275074  -2.405168  -0.035
H  2.622079  1.401392  -2.620847  -0.002

Forces on the atoms, in the same order (eV/Å):
-0.6 -2.0 1.9
0.3 1.5 0.1
1.1 2.2 -0.5
0.9 -0.4 0.8
-2.3 1.3 -0.8
-0.1 -2.0 0.6
-0.5 -0.3 -1.5
-0.9 -1.1 0.2
-0.1 0.6 -0.2
0.4 1.7 -1.2
0.1 -0.4 -0.5
-0.2 0.1 0.6
0.0 -0.1 0.2
-0.2 0.2 -0.3
1.4 -0.6 0.2
0.5 0.3 0.1
0.2 -0.9 0.5

Properties
**Orbital gap (spin up / spin down)**: 7.19 / 8.42 eV
**Energy above the lowest of the compared OMol25 structures with the same formula, charge and spin**: 149.9 kJ/mol
**HOMO energy (spin up / spin down)**: -7.35 / -9.13 eV
**E_LUMO (spin up / spin down)**: -0.1609 / -0.7078 eV


Entry 4:
The following is a quantum chemistry calculation of an isolated molecule of C5H8ClOPS at a distorted geometry, from OMol25.

Each line ends with the Löwdin charge.
Cartesian coordinates (Å):
C  0.740369  -1.646195  1.783091  -0.083
C  0.030848  -1.094173  0.592790  -0.345
C  -0.481403  0.160699  0.369206  -0.040
C  -1.033789  0.369133  -0.951968  -0.402
C  -0.160371  1.227049  -1.866107  -0.028
O  -1.240901  -0.965231  -1.517971  -0.325
P  -0.518704  -2.186119  -0.782555  0.145
S  -1.786514  -4.094165  -0.478425  -0.048
Cl  1.070570  -2.633811  -1.827366  0.376
H  1.856018  -2.129479  1.499360  0.155
H  0.272129  -2.500514  2.075808  0.027
H  0.953177  -1.045730  2.575551  0.036
H  -0.440651  0.898249  1.051282  0.093
H  -2.023098  0.839528  -0.794683  0.158
H  0.401959  0.722771  -2.692753  0.099
H  0.411641  1.858157  -1.222002  0.057
H  -0.850848  2.091765  -2.344094  0.125

Forces on the atoms, in the same order (eV/Å):
3.7 -1.3 -3.8
-0.7 1.2 0.1
2.0 -5.2 -0.7
-1.3 -0.5 -1.0
-2.2 2.4 -1.6
-0.4 0.3 -0.6
-3.2 -1.8 1.8
2.4 3.8 -0.4
1.2 -0.3 -0.7
-2.7 1.5 0.2
-1.6 -2.4 1.2
0.2 2.1 2.1
0.3 2.6 2.2
0.2 -0.4 -0.6
-0.5 0.3 1.1
1.2 0.1 0.2
1.4 -2.2 0.5

Properties
**SMILES string**: CC1=C[C@@H](C)O[P@@]1(=S)Cl
**Orbital gap**: 8.45 eV
**Energy above the lowest of the compared OMol25 structures with the same formula, charge and spin**: 193.8 kJ/mol
**HOMO energy**: -8.32 eV
**E_LUMO**: 0.1349 eV


For reference, E by record: -1108.342678; -1108.290423; -1397.862966; -1470.258213 hartree.